No. 1
Formula: C7H17N2P
Source: the OMol25 dataset
Level of theory: the ωB97M-V functional and the def2-TZVPD basis

Each line ends with the Löwdin charge.
Atoms and positions in Å:
C 3.26 0.06 0.03  -0.350
P 1.80 -0.95 -0.59  0.847
N 0.47 -0.35 0.31  -0.227
N 0.50 1.31 -0.21  -0.147
C 0.33 2.26 0.87  -0.118
C -0.72 1.34 -1.02  -0.219
C -1.71 0.33 -0.44  -0.110
C -0.86 -0.89 0.06  -0.616
C -1.31 -1.37 1.44  -0.075
C -1.03 -2.09 -0.94  -0.067
H 3.26 1.15 -0.29  0.043
H 4.16 -0.55 -0.23  0.027
H 3.26 0.19 1.08  -0.009
H 1.81 -0.27 -1.75  -0.095
H 0.96 1.78 1.64  0.098
H 0.63 3.21 0.47  0.084
H -0.62 2.42 1.23  0.044
H -0.60 1.03 -2.07  0.113
H -1.14 2.34 -1.01  0.110
H -2.28 0.65 0.52  0.129
H -2.38 -0.05 -1.23  0.109
H -2.36 -1.83 1.43  0.101
H -1.35 -0.44 2.07  0.083
H -0.57 -2.00 1.94  0.081
H -0.38 -2.96 -0.77  0.075
H -1.11 -1.83 -1.88  0.011
H -2.02 -2.48 -0.66  0.080

Results
* lowest unoccupied orbital energy: 0.892 eV
* total charge: 0
* SMILES: CPN1N(C)CCC1(C)C
* energy above the lowest of the compared OMol25 structures with the same formula, charge and spin: 0.0 kJ/mol
* maximum force: 5.733 eV Å⁻¹
* HOMO-LUMO gap: 9.3 eV
* HOMO energy: -8.427 eV
* E: -19800.532 eV

---

No. 2
Formula: C7H17N3
Source: the OMol25 dataset
Level of theory: the ωB97M-V functional and the def2-TZVPD basis

Each line ends with the Löwdin charge.
Atoms and positions in Å:
H -3.71 0.90 0.88  0.054
N -2.96 0.40 0.39  0.116
C -1.83 0.40 0.95  -0.398
N -1.52 0.95 2.17  0.114
N -0.48 -0.49 0.32  -0.082
C -1.00 -1.70 -0.31  -0.108
C 0.26 0.41 -0.45  -0.534
C -0.38 0.90 -1.74  -0.051
C 0.87 1.56 0.33  -0.063
C 1.69 -0.70 -0.91  -0.141
C 2.45 -1.27 0.26  -0.132
H -2.28 1.15 2.80  0.099
H -0.66 0.65 2.60  0.085
H -1.36 -1.56 -1.33  0.078
H -1.85 -2.03 0.29  0.080
H -0.24 -2.47 -0.27  0.075
H -0.59 0.08 -2.42  0.069
H -1.32 1.40 -1.50  0.073
H 0.27 1.62 -2.24  0.080
H 1.25 1.22 1.29  0.069
H 1.70 1.98 -0.24  0.084
H 0.13 2.33 0.51  0.077
H 2.27 0.00 -1.49  0.084
H 1.30 -1.47 -1.57  0.077
H 1.81 -1.87 0.91  0.063
H 3.28 -1.90 -0.08  0.071
H 2.90 -0.48 0.86  0.063

Results
* lowest unoccupied orbital energy: 0.865 eV
* total charge: 0
* SMILES: [H]/N=C(\N)N(C)C(C)(C)CC
* energy above the lowest of the compared OMol25 structures with the same formula, charge and spin: 220.2 kJ/mol
* maximum force: 5.945 eV Å⁻¹
* HOMO-LUMO gap: 9.3 eV
* HOMO energy: -8.409 eV
* E: -12003.356 eV

---

No. 3
Formula: C7H17N3O2S
Source: the OMol25 dataset
Level of theory: the ωB97M-V functional and the def2-TZVPD basis

Each line ends with the Löwdin charge.
Atoms and positions in Å:
C 3.13 0.60 0.00  -0.102
N 2.13 -0.44 0.00  -0.223
C 1.30 -0.38 1.19  -0.183
C 0.34 -1.57 1.20  -0.168
N -0.45 -1.63 0.00  -0.236
S -1.91 -0.87 0.00  0.631
O -2.55 -1.20 1.24  -0.271
O -2.55 -1.20 -1.23  -0.271
N -1.57 0.80 0.00  -0.333
C -1.95 1.49 1.21  -0.117
C -1.95 1.49 -1.21  -0.117
C 0.34 -1.57 -1.20  -0.168
C 1.30 -0.38 -1.19  -0.183
H 3.76 0.49 0.88  0.084
H 3.76 0.49 -0.88  0.084
H 2.70 1.62 0.00  0.088
H 1.95 -0.43 2.07  0.125
H 0.72 0.56 1.23  0.111
H -0.35 -1.52 2.04  0.114
H 0.92 -2.50 1.27  0.132
H -3.02 1.75 1.21  0.094
H -1.75 0.84 2.06  0.076
H -1.37 2.41 1.30  0.092
H -3.02 1.75 -1.21  0.094
H -1.75 0.84 -2.06  0.076
H -1.37 2.41 -1.30  0.092
H -0.35 -1.51 -2.04  0.114
H 0.92 -2.50 -1.27  0.132
H 1.95 -0.43 -2.07  0.125
H 0.72 0.56 -1.23  0.111

Results
* lowest unoccupied orbital energy: 0.801 eV
* total charge: 0
* SMILES: CN1CCN(S(=O)(=O)N(C)C)CC1
* energy above the lowest of the compared OMol25 structures with the same formula, charge and spin: 0.0 kJ/mol
* maximum force: 1.117 eV Å⁻¹
* HOMO-LUMO gap: 9.5 eV
* HOMO energy: -8.713 eV
* E: -26934.479 eV

---

No. 4
Formula: C7H17N4O
Source: the OMol25 dataset
Level of theory: the ωB97M-V functional and the def2-TZVPD basis

Each line ends with the Löwdin charge.
Atoms and positions in Å:
C -1.29 -1.12 -1.10  -0.007
C 0.96 -0.55 -1.82  -0.069
C -0.85 -0.84 0.33  -0.418
C 1.54 -0.32 -3.15  -0.061
C -1.39 -1.93 1.26  0.006
C -0.13 2.45 1.50  -0.132
C -1.41 0.52 0.82  -0.155
N 0.64 -1.00 0.42  0.092
N 1.43 -0.56 -0.66  -0.156
N 2.80 -0.44 -0.31  0.158
N -0.40 1.05 1.72  -0.140
O -1.36 -2.42 -1.38  0.102
H 2.45 0.38 -3.26  0.116
H 0.77 0.38 -3.57  0.090
H 1.50 -1.33 -3.62  0.107
H -1.05 -1.58 2.16  0.062
H -0.90 -2.78 1.10  0.049
H -2.48 -1.96 1.43  0.126
H 0.19 2.71 0.41  0.121
H -0.85 3.14 1.69  0.033
H 0.65 2.69 2.28  0.108
H -2.39 0.36 1.33  0.146
H -1.55 1.21 0.03  0.104
H 0.92 -0.54 1.26  0.109
H 2.98 -0.75 0.62  0.095
H 3.46 -0.88 -0.89  0.092
H -1.85 -0.46 -1.72  0.140
H -0.69 0.99 2.73  0.147
H -1.72 -2.56 -2.25  0.133

Results
* lowest unoccupied orbital energy (alpha / beta): -3.734 / -3.734 eV
* total charge: +1
* energy above the lowest of the compared OMol25 structures with the same formula, charge and spin: 637.7 kJ/mol
* maximum force: 4.279 eV Å⁻¹
* HOMO-LUMO gap (alpha / beta): 8.9 / 8.9 eV
* HOMO energy (alpha / beta): -12.615 / -12.616 eV
* E: -15530.345 eV